Run 1
Computed, not measured: 2 unconnected molecules or ions with the total composition C5H14, with ωB97M-V/def2-TZVPD.

ORCA input file:
```
! RIJCOSX wB97M-V def2-TZVPD def2/J DEFGRID3
* xyz -1 2
C 1.74154 0.99802 -0.71456
C 0.42737 0.69271 0.00363
C 2.84794 1.40703 0.28452
H 1.60198 1.85894 -1.33249
H 2.07903 0.11501 -1.24569
H -0.48639 1.05674 -0.47322
H 0.22446 -0.37963 0.03736
H 3.67574 0.69069 0.21150
H 2.57689 1.14262 1.31342
H 0.39232 1.05795 1.02787
H 3.07874 2.46824 0.27086
C -2.47055 -0.78717 0.54536
C -2.07628 -2.01703 -0.29275
H -3.15298 -0.11434 0.01534
H -3.05639 -1.18350 1.37647
H -1.58034 -0.19395 0.72542
H -1.41517 -1.64300 -1.08964
H -2.84742 -2.40324 -0.96262
H -1.56050 -2.76609 0.29923
*
```

M (g/mol): 74.17
Frontier orbital gap (alpha / beta) (eV): 2.59 / 11.96
LUMO energy (alpha / beta) (eV): 4.096 / 4.163
HOMO level (alpha / beta) (eV): 1.503 / -7.797

---

Run 2
Computed, not measured: 2 unconnected molecules or ions with the total composition C5H14, with ωB97M-V/def2-TZVPD.

ORCA input file:
```
! RIJCOSX wB97M-V def2-TZVPD def2/J DEFGRID3
* xyz -1 2
C -0.93485 2.77278 0.17471
C -2.32380 2.55946 0.91572
H -0.35149 3.61767 0.52600
H -0.26357 1.88659 0.36865
H -1.01542 2.70039 -0.90514
H -2.32505 1.66316 1.51120
H -3.15545 2.28608 0.19857
H -2.53080 3.44853 1.51241
C 1.24914 -1.83929 0.14613
C 1.78807 -2.96528 -0.84689
C 0.31650 -0.70613 -0.35018
H 0.66262 -2.32111 0.88216
H 2.18570 -1.42351 0.49408
H 2.76832 -3.38165 -0.50616
H 1.94458 -2.52289 -1.76674
H 0.95266 0.06318 -0.77738
H -0.36904 -1.02211 -1.16598
H 1.01582 -3.74498 -1.15763
H -0.08904 -0.34368 0.59324
*
```

M (g/mol): 74.17
Frontier orbital gap (alpha / beta) (eV): 2.64 / 11.83
LUMO energy (alpha / beta) (eV): 4.148 / 4.251
HOMO level (alpha / beta) (eV): 1.507 / -7.579

---

Run 3
Computed, not measured: 2 unconnected molecules or ions with the total composition C5H14, with ωB97M-V/def2-TZVPD.

ORCA input file:
```
! RIJCOSX wB97M-V def2-TZVPD def2/J DEFGRID3
* xyz -1 2
C -4.36892 -1.14374 0.68903
C -2.94193 -1.68366 0.66882
H -4.49536 -0.24411 1.29465
H -5.14243 -1.84101 1.04062
H -4.72375 -0.88606 -0.31896
H -2.68300 -2.03888 1.66883
H -2.91432 -2.57955 0.03853
H -2.26542 -0.93560 0.25270
C 2.04512 1.95149 -1.15254
C 3.09527 1.36781 -0.24152
C 2.93384 -0.13492 0.00973
H 1.08648 2.10267 -0.65276
H 1.93415 1.33723 -2.04669
H 2.27933 2.97286 -1.48039
H 3.08641 1.84115 0.73861
H 4.13656 1.54766 -0.53057
H 3.76331 -0.56478 0.59241
H 1.94465 -0.39611 0.33846
H 3.23002 -0.67246 -0.90896
*
```

M (g/mol): 74.17
Frontier orbital gap (alpha / beta) (eV): 2.42 / 11.98
LUMO energy (alpha / beta) (eV): 3.923 / 4.069
HOMO level (alpha / beta) (eV): 1.504 / -7.914

---

Run 4
Computed, not measured: 2 unconnected molecules or ions with the total composition C5H14, with ωB97M-V/def2-TZVPD.

ORCA input file:
```
! RIJCOSX wB97M-V def2-TZVPD def2/J DEFGRID3
* xyz -1 2
C -1.34405 1.85063 1.90058
C -2.18296 1.42598 0.64457
H -1.18757 2.92367 1.83609
H -1.71261 1.51010 2.84033
H -0.41221 1.32734 1.63960
H -3.25393 1.36519 0.91896
H -2.39082 2.11883 -0.15110
H -1.80919 0.46814 0.31561
C 1.24152 -1.10893 -1.50275
C -0.06996 -1.48989 -0.68431
C 2.45641 -0.77130 -0.52730
H 1.59770 -2.03121 -1.99996
H 1.28948 -0.21068 -2.15162
H 0.12958 -1.23206 0.33802
H 3.32815 -1.19442 -1.01980
H 2.44187 0.32690 -0.42647
H -0.04268 -2.59832 -0.67626
H -0.88815 -1.02714 -1.23883
H 2.27682 -1.28800 0.41976
*
```

M (g/mol): 74.17
Frontier orbital gap (alpha / beta) (eV): 2.79 / 11.74
LUMO energy (alpha / beta) (eV): 4.331 / 4.379
HOMO level (alpha / beta) (eV): 1.539 / -7.365

---

Of them, the most stable is run 3 and the least stable is run 4.

---

Run 1
Computed, not measured: 2 unconnected molecules or ions with the total composition C6H9I, with ωB97M-V/def2-TZVPD.

ORCA input file:
```
! RIJCOSX wB97M-V def2-TZVPD def2/J DEFGRID3
* xyz 0 1
C -0.14111 -1.44508 -1.03293
C -1.19243 -1.24278 -0.24023
C -1.52062 -2.21717 0.88914
I -2.63924 0.25907 -0.22416
H 0.55225 -2.25123 -1.01719
H 0.10898 -0.68086 -1.82531
H -0.52631 -2.91832 0.96811
H -2.24304 -2.95852 0.80194
H -1.62630 -1.79120 1.89568
C 0.43886 2.02559 1.38505
C 0.98924 2.11149 0.33989
C 1.76617 2.19746 -0.86166
H 0.07254 2.10271 2.34628
H 1.21784 2.92112 -1.49571
H 2.68007 2.58875 -0.68372
H 2.06310 1.29896 -1.24518
*
```

M (g/mol): 208.04
Frontier orbital gap (eV): 9.63
LUMO energy (eV): 0.653
HOMO level (eV): -8.978

---

Run 2
Computed, not measured: a molecular structure, C6H9I, with ωB97M-V/def2-TZVPD.

ORCA input file:
```
! RIJCOSX wB97M-V def2-TZVPD def2/J DEFGRID3
* xyz 0 1
C -1.56552 0.02312 -0.22448
C 0.83801 0.31081 0.58271
C -0.12706 -0.47518 0.03922
C -0.89214 0.60517 -1.41513
C 0.70007 1.68312 1.12449
C 0.45988 -1.79657 -0.34116
I -0.97703 -0.23626 -3.30615
H -2.21978 -0.85372 -0.30446
H -1.69521 0.74100 0.54443
H 1.80823 0.02760 0.76074
H 0.35926 1.85274 2.16722
H 0.04564 2.36544 0.63501
H 1.52336 2.27315 0.93786
H -0.17034 -2.72958 0.07837
H 1.39298 -1.96092 0.06788
H 0.51965 -1.82993 -1.34655
*
```

M (g/mol): 208.04
Frontier orbital gap (eV): 7.34
LUMO energy (eV): -0.284
HOMO level (eV): -7.626

---

Of them, the most stable is run 1 and the least stable is run 2.

---

Run 1
Computed, not measured: 14 unconnected molecules or ions with the total composition C28H84O14S14, with ωB97M-V/def2-TZVPD.

ORCA input file:
```
! RIJCOSX wB97M-V def2-TZVPD def2/J DEFGRID3
* xyz 0 1
C 5.75942 -4.92444 -5.50527
S 4.83792 -5.60915 -4.03861
O 3.32084 -5.25824 -4.12735
C 4.78811 -7.43921 -4.38302
H 5.98167 -3.86153 -5.41070
H 5.05913 -5.02697 -6.33424
H 6.66263 -5.51809 -5.64631
H 4.53252 -7.61821 -5.42741
H 4.04380 -7.97919 -3.79777
H 5.76725 -7.88693 -4.21294
C 8.80740 -14.19287 -4.23418
S 9.65740 -15.69414 -3.55877
O 8.59699 -16.46505 -2.75390
C 9.54627 -16.47562 -5.25136
H 8.88558 -13.34753 -3.55053
H 7.77074 -14.37918 -4.51475
H 9.25116 -13.83361 -5.16268
H 10.08112 -17.42494 -5.28033
H 10.01150 -15.84822 -6.01165
H 8.46452 -16.55000 -5.36258
C 12.29900 -9.53335 -6.79702
S 11.53319 -8.63757 -5.34016
O 12.23288 -9.06967 -4.04861
C 12.15110 -6.95836 -5.87256
H 12.04953 -10.59250 -6.86086
H 13.38167 -9.41277 -6.83397
H 11.91828 -9.07022 -7.70732
H 11.93737 -6.84537 -6.93542
H 13.23752 -7.01045 -5.80137
H 11.82023 -6.19450 -5.16889
C -2.02460 -11.04947 -4.91827
S -3.63208 -11.89052 -4.48589
O -4.43713 -12.25431 -5.71642
C -2.97619 -13.29492 -3.48033
H -1.41424 -10.58320 -4.14486
H -2.23861 -10.27742 -5.65734
H -1.35878 -11.77849 -5.38016
H -3.63846 -14.11608 -3.20612
H -2.50169 -12.90252 -2.58090
H -2.21920 -13.81184 -4.07011
C 1.25733 -7.20015 4.02484
S 1.32238 -5.51755 3.27385
O 2.43958 -4.79649 4.02297
C 1.91651 -5.96010 1.55849
H 2.24888 -7.63455 4.15222
H 0.78245 -7.81356 3.25913
H 0.79528 -7.25981 5.01026
H 1.50063 -5.19979 0.89738
H 1.41351 -6.83540 1.14747
H 3.00225 -5.94451 1.46353
C 3.19947 3.23097 -3.96187
S 2.69923 2.17306 -5.37520
O 3.89810 1.69817 -6.16789
C 2.08208 0.70560 -4.28062
H 4.06361 2.81139 -3.44679
H 2.35317 3.33671 -3.28313
H 3.54817 4.21148 -4.28606
H 1.05591 0.81907 -3.93104
H 2.86560 0.36085 -3.60584
H 2.08115 -0.11168 -5.00183
C 8.89155 1.65927 -12.67285
S 9.86843 1.91923 -11.17587
O 9.92771 3.43752 -11.04023
C 8.61920 1.25919 -10.00436
H 9.47248 2.08296 -13.49206
H 7.98270 2.26102 -12.67355
H 8.57802 0.62595 -12.82130
H 8.83828 0.22457 -9.74043
H 7.59442 1.15772 -10.36158
H 8.62651 1.79926 -9.05759
C 8.59736 -7.14032 1.16823
S 7.39250 -7.85756 2.37606
O 8.13871 -8.91641 3.17959
C 7.36373 -6.38415 3.49073
H 9.16125 -7.97058 0.74304
H 9.31642 -6.34531 1.36573
H 7.98558 -6.81335 0.32744
H 7.27862 -5.46025 2.91864
H 8.29925 -6.51500 4.03458
H 6.56326 -6.47482 4.22496
C 10.17899 -3.96324 -11.97960
S 11.19486 -5.27136 -12.63241
O 10.48984 -6.15449 -13.67338
C 12.47365 -4.20738 -13.49788
H 9.64057 -3.49591 -12.80410
H 10.81797 -3.20176 -11.53245
H 9.53187 -4.40964 -11.22459
H 11.93279 -3.61466 -14.23562
H 13.26338 -4.71087 -14.05548
H 12.93913 -3.55240 -12.76138
C -0.82769 -5.72689 -8.90686
S -1.18791 -6.75039 -10.42388
O -0.56017 -8.04344 -9.98958
C -3.01692 -6.89342 -10.32171
H -1.20305 -4.70522 -8.96511
H 0.23318 -5.54464 -8.73526
H -1.25357 -6.18052 -8.01190
H -3.39164 -5.88148 -10.47551
H -3.24927 -7.46322 -9.42202
H -3.25199 -7.51576 -11.18516
C 4.07172 -14.05194 0.53531
S 2.66204 -12.91343 0.17076
O 2.07971 -13.17538 -1.22939
C 1.44423 -13.59626 1.32728
H 4.79612 -13.91216 -0.26706
H 3.82862 -15.11325 0.58660
H 4.59310 -13.83184 1.46688
H 1.14074 -14.61990 1.10783
H 0.47596 -13.09615 1.30562
H 1.75427 -13.63205 2.37163
C 5.23494 -7.41476 -10.98087
S 6.26341 -8.83005 -10.29434
O 6.76491 -8.41137 -8.86903
C 4.82699 -9.91858 -9.89842
H 4.91524 -6.67700 -10.24493
H 4.30329 -7.75942 -11.42959
H 5.77951 -6.92010 -11.78513
H 4.13458 -9.37541 -9.25528
H 5.26834 -10.74427 -9.34026
H 4.28237 -10.29558 -10.76407
C 14.76720 -1.57778 -5.83020
S 13.25684 -0.73131 -6.50533
O 11.92219 -1.22651 -5.94307
C 13.47407 0.97328 -5.93834
H 15.68768 -0.99976 -5.91212
H 14.79510 -2.51012 -6.39417
H 14.60593 -1.88414 -4.79664
H 12.89068 1.64717 -6.56573
H 14.54577 1.17082 -5.91494
H 13.07772 1.12827 -4.93485
C -6.35861 -4.18614 -1.08363
S -5.32297 -5.43896 -2.02437
O -5.43539 -5.04739 -3.48398
C -3.60585 -4.91033 -1.56269
H -5.91699 -3.19700 -0.96256
H -6.62748 -4.52436 -0.08292
H -7.26162 -3.92538 -1.63561
H -2.93282 -5.24638 -2.35148
H -3.31773 -5.16848 -0.54364
H -3.68346 -3.82371 -1.59902
*
```

M (g/mol): 1093.90
Frontier orbital gap (eV): 8.32
LUMO energy (eV): -0.069
HOMO level (eV): -8.392

---

Run 2
Computed, not measured: 14 unconnected molecules or ions with the total composition C28H84O14S14, with ωB97M-V/def2-TZVPD.

ORCA input file:
```
! RIJCOSX wB97M-V def2-TZVPD def2/J DEFGRID3
* xyz 0 1
C -10.79146 -20.25780 -8.89016
S -11.62838 -20.85090 -10.32788
O -11.28083 -19.86321 -11.35292
C -10.59930 -22.29988 -10.69998
H -9.75222 -20.18897 -9.19622
H -10.89858 -21.03093 -8.03832
H -11.23685 -19.32612 -8.58062
H -11.24731 -22.86926 -11.38563
H -10.43069 -22.90478 -9.81844
H -9.60926 -21.96177 -11.09996
C -21.17951 -8.68612 -7.54861
S -20.31772 -9.10317 -6.00412
O -19.31408 -10.15000 -6.29168
C -19.50241 -7.58265 -5.66446
H -21.59819 -9.73286 -7.75015
H -20.46914 -8.26033 -8.25405
H -22.01646 -8.01551 -7.36179
H -18.86602 -7.56396 -4.81197
H -20.37259 -6.90467 -5.39290
H -18.90432 -7.11461 -6.45703
C -13.17425 -15.73849 -17.57121
S -12.71951 -17.52939 -17.34911
O -13.97480 -18.33693 -17.30050
C -12.09508 -17.81425 -19.01621
H -14.24531 -15.59133 -17.77693
H -12.54771 -15.41797 -18.36765
H -12.83830 -15.41115 -16.55509
H -11.64681 -18.83812 -19.06853
H -11.37127 -17.04499 -19.23190
H -12.94691 -17.77891 -19.65933
C -17.02034 -17.11048 -9.69567
S -15.20017 -17.03713 -9.48627
O -14.68325 -15.93840 -8.63015
C -15.09082 -18.54447 -8.50112
H -17.29228 -16.29943 -10.33872
H -17.58140 -17.06834 -8.71441
H -17.25779 -18.03991 -10.16409
H -14.02353 -18.71448 -8.28261
H -15.57229 -19.33674 -9.10847
H -15.73135 -18.40937 -7.65976
C -17.63103 -14.10509 -20.13867
S -15.92075 -13.66766 -20.30737
O -15.33333 -14.31384 -19.11354
C -15.53735 -14.67380 -21.75375
H -17.56276 -15.18150 -20.17625
H -18.17780 -13.79272 -21.03965
H -18.02875 -13.78560 -19.21338
H -15.84087 -14.24006 -22.69639
H -16.08237 -15.65249 -21.61430
H -14.49517 -14.86184 -21.70233
C -16.87238 -10.28763 -9.14962
S -15.73365 -11.75220 -8.92656
O -14.47247 -11.22652 -8.29484
C -16.63627 -12.70245 -7.78769
H -16.19387 -9.53800 -9.63636
H -17.23631 -9.94007 -8.17363
H -17.65025 -10.57593 -9.84047
H -16.23411 -13.78398 -7.85010
H -17.65379 -12.72484 -8.04478
H -16.40479 -12.23948 -6.84841
C -17.67559 -16.93540 -16.30430
S -18.85973 -18.29677 -16.20261
O -18.52268 -19.06142 -14.99266
C -20.47027 -17.38926 -16.08335
H -17.85079 -16.20709 -17.10528
H -16.64733 -17.27996 -16.59570
H -17.70681 -16.40177 -15.33204
H -21.30189 -18.12871 -15.79836
H -20.52554 -16.90862 -17.01908
H -20.39365 -16.60625 -15.38014
C -10.75054 -17.68241 -13.52352
S -11.05066 -15.95066 -13.87988
O -12.47757 -15.77831 -14.31801
C -11.18184 -15.46078 -12.21316
H -10.67852 -18.18141 -14.48137
H -11.66580 -17.90199 -13.02702
H -9.86748 -17.61632 -12.90276
H -11.48620 -14.39775 -12.12824
H -10.41296 -15.81865 -11.46372
H -12.04058 -15.99686 -11.89631
C -12.02278 -14.79134 -7.22345
S -12.38802 -16.42656 -6.63840
O -11.99755 -17.48190 -7.61058
C -11.15652 -16.46851 -5.39628
H -11.00275 -14.62251 -7.58696
H -12.27797 -14.06184 -6.40508
H -12.74906 -14.55388 -8.08670
H -11.24133 -17.48720 -4.93378
H -11.44642 -15.83697 -4.50907
H -10.13746 -16.37245 -5.73899
C -20.75255 -13.57492 -12.28093
S -20.01530 -13.82750 -10.59327
O -19.02761 -12.71655 -10.38177
C -21.52890 -13.39811 -9.73560
H -21.58982 -14.29164 -12.43242
H -19.99018 -13.84904 -13.05493
H -20.91330 -12.49345 -12.46350
H -21.24174 -13.25507 -8.69703
H -22.32140 -14.24293 -9.80816
H -22.00437 -12.49229 -10.10437
C -17.73229 -21.98413 -9.15077
S -19.01287 -21.34038 -10.29326
O -18.90073 -19.87462 -10.06546
C -18.09646 -21.66806 -11.74463
H -16.83943 -21.49352 -9.50172
H -17.78580 -23.06611 -9.27222
H -18.12239 -21.62899 -8.20074
H -17.70992 -22.65910 -11.75911
H -17.18438 -21.03585 -11.71143
H -18.54158 -21.51052 -12.76691
C -16.57492 -12.53892 -12.53624
S -16.37994 -14.32344 -12.98669
O -17.76028 -14.78573 -13.48065
C -15.17542 -14.17826 -14.29352
H -17.05812 -12.02605 -13.39922
H -15.47291 -12.19480 -12.45372
H -17.29832 -12.51918 -11.70343
H -15.06205 -15.15703 -14.74669
H -14.20626 -13.89911 -13.84566
H -15.45442 -13.41164 -15.06683
C -21.77427 -17.29997 -10.70077
S -21.66973 -17.66469 -12.41322
O -22.28120 -16.47948 -13.10788
C -19.80560 -17.58166 -12.51553
H -21.59942 -18.17130 -10.05716
H -22.80889 -16.94897 -10.74364
H -21.15918 -16.43450 -10.39175
H -19.33857 -16.49536 -12.53411
H -19.43703 -18.03916 -13.45512
H -19.49004 -18.18144 -11.58937
C -14.61988 -19.88676 -14.23417
S -14.65380 -18.85748 -12.74295
O -14.85457 -19.77373 -11.59169
C -16.14918 -17.88824 -13.14419
H -13.70857 -20.39474 -13.96994
H -14.50342 -19.16547 -15.08908
H -15.42622 -20.59231 -14.27086
H -15.98666 -17.44184 -14.11691
H -16.26716 -17.14401 -12.39313
H -16.94817 -18.56312 -13.14805
*
```

M (g/mol): 1093.90
Frontier orbital gap (eV): 8.11
LUMO energy (eV): 0.382
HOMO level (eV): -7.725

---

Of them, the most stable is run 2 and the least stable is run 1.